No. 1
Formula: C36H96F6N7O11
Source: OMol25
Level of theory: ωB97M-V with the def2-TZVPD basis set

frontier orbital gap: 1.8 eV
HOMO level: -12.84 eV

ORCA input file:
```
! wB97M-V def2-TZVPD RIJCOSX def2/J DEFGRID3
* xyz 5 1
F -0.096 1.342 -1.459
F -0.677 -0.738 -1.479
F 0.941 1.184 6.471
F -1.810 0.675 -0.328
F -0.169 2.305 7.849
F -0.531 2.681 5.719
O 0.636 -1.304 0.855
O -3.162 5.537 -0.329
O 6.209 -1.768 3.144
O 1.806 3.939 5.196
O 0.061 0.563 1.817
O 1.116 4.719 7.234
O -3.890 -0.755 2.517
O -1.594 2.617 -5.493
O -0.110 -5.106 -2.064
O 2.467 -0.255 -5.677
O -5.657 -1.501 -0.222
N -0.890 5.209 -6.856
N 3.635 -1.208 1.963
N 0.421 -5.083 0.654
N -1.106 6.880 0.939
N -1.199 -2.095 3.164
N -5.443 -3.861 -1.811
N 4.286 -1.847 -3.911
C 0.413 2.438 6.654
C 2.790 -2.100 -4.064
C 0.976 -6.241 -0.250
C -1.936 1.885 -4.309
C -2.840 -0.197 3.314
C -4.855 -1.554 3.177
C 7.155 -2.676 3.730
C -0.814 5.851 -0.150
C 2.902 -0.348 4.150
C 1.476 4.328 -7.018
C -0.541 0.360 -0.666
C 0.406 0.024 0.545
C -0.427 -5.186 -3.432
C 0.038 1.979 2.032
C 0.010 -6.367 -1.427
C 4.148 -0.592 3.300
C 0.532 5.169 0.040
C -4.275 -3.347 -0.926
C -5.771 -0.122 -0.224
C 2.277 -2.744 -2.784
C 1.118 -7.536 0.512
C -0.924 -0.489 4.958
C 5.058 -1.620 3.944
C -4.393 -1.843 -0.683
C 2.457 -1.008 -6.851
C 2.901 3.621 3.113
C -0.305 3.203 -5.477
C -3.041 -3.790 -1.676
C -0.494 2.327 3.415
C 0.015 3.959 -6.781
C -1.970 -1.169 4.074
C 1.999 -0.880 -4.504
C 2.649 3.040 4.511
C -1.923 4.832 -0.320
C 1.440 3.620 6.593
C -4.203 4.777 -0.885
H 2.374 0.495 3.694
H 1.087 -5.019 1.426
H -5.813 0.276 -1.241
H -1.431 0.377 5.387
H -1.551 2.086 3.540
H 7.845 -3.015 2.961
H 0.413 -4.141 0.234
H 5.330 -1.360 4.971
H -2.628 -1.768 4.705
H -2.065 -3.468 -1.310
H -0.609 5.868 -6.128
H 0.377 -7.121 -2.126
H -0.836 5.749 -7.723
H 1.045 2.415 2.015
H -0.453 -2.560 3.678
H -0.115 -0.041 4.384
H -4.415 -3.895 0.006
H 3.190 0.091 5.107
H 2.674 -2.841 -4.858
H 0.504 2.504 -5.253
H -5.359 -1.159 4.062
H -5.182 -4.046 -2.778
H 4.849 -2.699 -3.923
H 1.511 -1.543 -7.008
H -2.974 -3.410 -2.701
H -1.002 -6.623 -1.100
H -0.310 3.948 -4.668
H -1.857 7.548 0.750
H -1.253 1.051 -4.141
H -4.313 3.760 -0.491
H 3.154 4.668 3.266
H 3.797 -0.581 1.175
H -4.146 -1.388 -1.651
H 2.267 2.010 4.503
H 0.958 -1.148 -4.703
H -1.726 -2.793 2.648
H 0.846 4.625 -0.852
H -0.022 1.645 4.124
H -3.577 -1.632 0.016
H 1.312 5.917 0.190
H -5.047 0.434 0.386
H 1.646 -8.302 -0.053
H -0.314 7.525 1.032
H 2.067 -0.145 -3.699
H 4.623 -1.225 -4.652
H 3.626 2.976 2.612
H -0.674 -1.502 2.505
H 4.067 -2.082 1.666
H 1.654 -7.455 1.462
H -0.661 -4.209 -3.863
H -3.194 0.751 3.729
H 1.596 4.638 -8.054
H 3.300 -1.702 -6.907
H -6.625 0.170 0.392
H 0.151 -7.910 0.856
H -0.839 6.556 -0.984
H 2.486 -2.119 -1.906
H -0.502 -5.195 1.072
H -6.267 -3.267 -1.689
H -5.679 -4.798 -1.477
H -5.690 -1.554 2.472
H -2.147 2.559 -3.478
H 1.994 3.591 2.500
H -1.229 6.437 1.852
H -1.801 4.253 -1.236
H 4.571 0.341 2.939
H 2.492 -0.324 -7.699
H 2.608 -1.241 1.959
H 0.548 4.419 0.829
H -2.193 0.342 2.608
H -5.189 5.206 -0.704
H 6.561 -3.507 4.118
H 1.722 5.030 -6.222
H -0.592 -1.066 5.819
H 1.207 -2.936 -2.796
H 2.044 3.402 -6.943
H -0.605 2.522 1.332
H -2.953 -4.868 -1.827
H 4.511 -1.376 -3.034
H -1.874 4.147 0.533
H -4.590 -2.602 3.342
H 1.421 0.434 0.393
H 4.489 -2.552 4.073
H 2.214 -1.175 4.313
H -2.885 1.433 -4.600
H -4.208 4.643 -1.973
H -0.378 3.354 -7.600
H -0.312 3.346 3.749
H 2.737 -3.670 -2.430
H -1.337 -5.736 -3.692
H 2.404 3.209 6.947
H -1.863 4.954 -6.681
H 0.382 -5.581 -4.051
H 1.968 -5.871 -0.506
H 7.753 -2.236 4.529
H 3.620 3.019 5.021
*
```

No. 2
Formula: C45H42F3N6O3P2STi
Source: OMol25
Level of theory: ωB97M-V with the def2-TZVPD basis set

frontier orbital gap (spin up / spin down): 6.9 / 7.2 eV
HOMO level (spin up / spin down): -6.64 / -7.10 eV

ORCA input file:
```
! wB97M-V def2-TZVPD RIJCOSX def2/J DEFGRID3
* xyz 0 2
Ti 0.112 0.496 0.048
S -0.613 -0.631 2.321
P 2.118 -0.885 -2.268
P -0.642 -0.339 -3.092
F -2.131 2.558 -0.465
F -1.464 2.651 1.591
F -2.779 1.055 0.943
O -0.424 0.838 -2.194
O -0.979 -1.073 -0.517
O 1.949 0.009 -1.077
N 1.959 0.114 2.615
N 0.930 2.536 -0.399
N 0.710 -4.040 1.725
N 1.228 -1.385 4.116
N 1.342 -2.826 0.002
N 1.645 0.901 1.555
C -0.558 -0.700 -5.866
C -1.921 -4.441 0.485
C -3.099 -2.049 -0.222
C 2.907 -0.352 -4.913
C -0.323 -0.288 -7.168
C -0.378 0.186 -4.805
C 3.213 -3.450 -2.491
C -3.847 -2.831 -3.411
C 4.266 -4.349 -2.398
C 0.090 1.016 -7.416
C 5.681 -2.607 -1.533
C 0.514 3.365 -1.357
C -3.334 -0.150 -2.863
C 3.423 1.857 -5.700
C 2.066 -3.868 1.858
C 0.596 -1.657 -2.849
C -2.284 -1.037 -3.085
C 2.663 0.156 -3.640
C 2.458 4.718 -1.129
C 0.029 1.489 -5.059
C 2.439 -3.133 0.778
C -0.177 -1.198 6.145
C -3.296 -4.376 0.368
C 0.263 1.902 -6.364
C -1.699 -2.118 -0.159
C 0.313 -3.386 0.599
C 0.938 -0.633 3.016
C -4.639 -0.610 -2.925
C 2.469 1.860 1.309
C 3.396 -2.128 -2.106
C 5.498 -3.927 -1.919
C 4.635 -1.703 -1.633
C 2.095 2.776 0.221
C -2.537 -2.377 -3.351
C 0.237 -2.034 4.943
C -1.109 -3.328 0.246
C -3.882 -3.156 0.032
C 3.279 0.496 -5.943
C -1.655 1.752 0.574
C 2.896 3.860 -0.136
C 3.193 2.366 -4.431
C 2.808 1.519 -3.400
C 3.714 2.130 2.091
C 1.243 4.476 -1.745
C -4.895 -1.946 -3.205
H -0.893 -1.716 -5.683
H -1.451 -5.378 0.766
H 3.454 0.099 -6.934
H -5.457 0.073 -2.738
H 2.090 -1.100 4.558
H 3.942 1.285 2.731
H 6.640 -2.278 -1.154
H 2.242 -3.796 -2.819
H 2.621 -4.256 2.693
H -0.631 -2.231 4.314
H 3.592 3.017 2.719
H 0.181 2.164 -4.226
H -1.722 -3.080 -3.477
H 4.776 -0.673 -1.326
H 3.301 3.426 -4.238
H -0.908 -1.729 6.757
H 4.556 2.312 1.422
H -0.627 -0.261 5.813
H 0.811 -2.109 -3.822
H 0.588 2.916 -6.556
H 0.272 1.341 -8.432
H -3.125 0.882 -2.604
H 0.681 -0.962 6.778
H -3.903 -5.253 0.547
H 0.627 -3.005 5.266
H 3.715 2.519 -6.505
H -4.961 -3.071 -0.029
H 0.855 5.127 -2.517
H 3.062 5.571 -1.411
H -3.539 -1.090 -0.460
H 2.801 -1.414 -5.112
H 4.118 -5.381 -2.687
H 0.270 -2.402 -2.124
H 3.430 -2.797 0.518
H 2.601 1.910 -2.413
H 0.081 -4.408 2.418
H -4.046 -3.878 -3.599
H -0.430 3.108 -1.808
H -5.916 -2.303 -3.248
H 6.317 -4.631 -1.840
H 3.835 4.034 0.365
H -0.466 -0.980 -7.987
*
```

Number 1: molar mass 917.2 u, total energy -3237.229644 a.u.. Number 2: molar mass 913.7 u, total energy -4524.485851 a.u..